Here is a cluster of 10 separate species, C40H90N5O20P5 in total in a non-equilibrium geometry from the Open Molecules 2025 dataset. Energies are from ωB97M-V/def2-TZVPD.

The geometry in XYZ format:
```
160
Properties=species:S:1:pos:R:3:forces:R:3:lowdin_charge:R:1
P -2.261655 -4.509925 -5.056201 -1.33 0.23 0.68 0.41
P -5.290507 1.047203 -3.312687 -0.63 1.44 -1.17 0.40
P 4.280817 0.142854 -4.210743 -0.03 -0.12 -0.48 0.45
P 3.339540 1.488973 4.718584 0.18 0.25 -0.35 0.44
P -2.427721 1.938934 6.463125 -0.18 0.27 -0.76 0.47
O 4.447868 0.408765 4.307628 -0.09 1.52 0.04 -0.18
O -6.414979 1.009449 -2.371253 0.53 -0.45 -0.20 -0.22
O -1.402035 -4.215776 -3.735584 -0.66 -0.40 -0.51 -0.22
O 3.116022 -0.088864 -5.095930 0.88 0.40 1.07 -0.24
O 5.665566 -0.268254 -4.897849 -1.21 0.84 0.64 -0.17
O -3.804147 -4.381630 -4.595254 1.57 1.93 -0.72 -0.21
O -3.878794 0.503094 -2.829271 -0.52 -0.20 0.51 -0.19
O 4.320478 -0.709103 -2.841403 0.23 1.25 -1.21 -0.20
O -2.517270 2.715486 7.713511 -0.17 -0.74 -0.74 -0.23
O -2.008326 2.816772 5.159924 -1.12 -1.56 1.56 -0.24
O 2.588740 1.849764 3.322169 0.75 -0.60 0.84 -0.21
O 2.412297 1.098318 5.784814 0.09 0.07 -0.48 -0.21
O 4.223873 2.781978 5.015836 0.36 -1.25 0.03 -0.17
O -2.098834 -5.810485 -5.684475 1.11 -0.58 -0.50 -0.21
O -1.986994 -3.205196 -5.927049 -1.06 -0.10 0.61 -0.18
O -5.530529 0.323210 -4.727846 -0.04 -0.05 1.01 -0.18
O -3.780675 1.178565 6.004508 1.04 1.22 1.12 -0.16
O -4.972327 2.529380 -3.831415 0.08 -1.01 0.71 -0.18
O 4.553114 1.679866 -3.751895 -0.08 -1.27 0.04 -0.21
O -1.341558 0.760181 6.466431 0.14 0.81 -0.13 -0.20
N -2.186254 5.551968 2.092045 0.22 0.04 -0.08 0.12
N 1.652689 -2.633169 0.946218 0.08 -0.04 -0.08 0.18
N -1.126132 2.811078 0.036985 0.16 0.05 -0.03 0.20
N -1.817649 -0.042248 2.402301 -0.15 -0.13 0.12 0.19
N 1.537114 -3.522376 4.352799 -0.25 0.32 0.01 0.15
C -1.340886 -3.378884 -8.260663 -0.14 0.37 0.82 -0.06
C 3.646748 -3.859189 2.054326 0.73 0.03 -0.05 -0.06
C 2.027090 -1.138064 -2.131701 -0.19 0.50 0.40 -0.07
C -4.503745 -5.374256 -3.884442 0.28 -0.62 1.26 -0.25
C 4.070733 3.838185 -2.848579 0.09 -0.39 0.03 -0.06
C -0.352032 3.464531 -0.503997 0.41 -0.12 -0.28 -0.24
C 3.483838 2.616621 -3.581444 0.81 1.03 -0.27 -0.25
C -5.183608 -0.193187 4.659388 -1.14 0.23 0.05 -0.07
C -3.661638 2.913963 -4.284477 -0.48 0.61 0.38 -0.26
C -1.344755 -0.174191 1.366687 0.33 0.41 -0.66 -0.23
C -5.735469 -1.748556 -5.827691 1.59 -0.21 0.03 -0.07
C 4.049077 -0.919829 3.945212 -0.01 -0.39 0.92 -0.25
C 3.636079 4.073013 5.140808 -0.07 0.91 -0.73 -0.27
C 0.024672 -4.413832 -3.682313 -0.54 0.10 1.40 -0.24
C -0.859750 3.684200 5.285807 -0.69 0.02 -0.70 -0.21
C 4.639255 5.105768 4.629782 -0.24 -0.83 0.05 -0.06
C -4.175795 -5.308214 -2.359133 -0.93 -0.75 -0.74 -0.05
C -2.914684 3.638571 -3.164882 -0.12 -0.46 -0.65 -0.07
C -1.663020 -1.210644 7.757928 -0.60 -0.34 0.69 -0.07
C 2.411957 2.614931 1.098601 0.25 -1.45 -0.32 -0.06
C 7.759529 -0.932262 -3.927462 0.12 0.15 -1.06 -0.07
C -6.356270 -0.848204 -4.798941 -0.84 -0.17 -0.90 -0.27
C 2.534320 -3.213218 1.399344 -0.48 0.09 -0.10 -0.26
C -0.651887 -0.298406 0.069031 -0.99 0.53 0.56 -0.08
C -3.891557 -0.718649 -2.044684 1.43 -0.16 0.84 -0.23
C 0.349095 -4.476763 -2.186372 0.56 0.69 -0.56 -0.07
C -0.974565 0.128218 7.692902 0.43 -0.77 0.58 -0.27
C 6.910262 0.253743 -4.442661 1.77 -1.12 0.72 -0.27
C 0.561435 -1.091008 4.426768 0.51 -0.23 -0.17 -0.05
C -3.244734 3.227934 2.624891 0.96 -0.49 -0.80 -0.09
C 3.373702 -0.528062 -1.762341 0.88 -0.96 -0.17 -0.23
C -3.818001 0.413305 4.822643 -0.35 -0.80 -1.56 -0.33
C -2.626158 4.516854 2.321271 -0.39 -0.05 0.54 -0.30
C 1.127905 -2.447572 4.398303 -0.76 -0.11 0.32 -0.25
C 0.590314 4.310441 -1.257812 -0.95 0.40 0.36 -0.04
C -0.876411 -3.144724 -6.822488 0.31 -0.48 -0.72 -0.27
C 4.023282 -1.757990 5.224177 0.41 -0.66 -0.29 -0.07
C -2.910265 -1.666030 -2.703962 -0.39 -0.05 -0.99 -0.06
C 3.379359 2.046446 2.147766 -0.26 1.22 -0.97 -0.24
C 0.206640 3.099098 4.353050 -0.02 0.93 0.96 -0.05
H 0.882123 -0.505553 5.286883 0.18 -0.22 0.11 0.06
H -5.563703 -5.229260 -4.091537 0.04 0.21 0.10 0.12
H 0.509085 -3.526609 -4.091660 0.10 -0.19 -0.35 0.11
H -0.530026 -1.366006 -0.086538 0.67 0.14 -0.33 0.06
H -3.130053 2.030741 -4.636603 0.14 0.16 -0.11 0.11
H -3.429883 4.542889 -2.845936 -0.13 -0.07 -0.04 0.08
H 3.488153 -2.700141 5.091705 0.03 0.32 0.03 0.03
H -3.313591 -1.829151 -3.706374 0.26 -0.33 -0.06 0.06
H -4.887403 -1.129699 -1.888530 -0.10 0.07 -0.40 0.11
H -7.322528 -0.549431 -5.215021 -0.09 0.24 0.37 0.12
H -2.467708 2.503890 2.870900 0.18 0.19 0.03 0.03
H 4.846751 4.395554 -3.374124 -0.09 -0.34 -0.49 0.08
H -0.635506 3.798201 6.347767 0.51 -0.19 -0.14 0.11
H 2.731917 4.099126 4.527339 0.24 0.18 0.12 0.08
H -3.911907 3.226898 3.479903 -0.33 0.37 -0.30 0.08
H -3.513850 -0.475485 -1.048878 -0.22 0.32 0.05 0.10
H -5.887719 0.632939 4.525649 -0.23 -0.11 0.44 0.08
H 0.978852 -0.603267 3.544315 -0.41 0.26 -0.07 0.06
H 4.565967 3.476959 -1.945446 -0.26 0.12 0.24 0.07
H 1.392230 -0.349430 -2.541536 -0.16 -0.01 0.13 0.08
H 0.935968 5.111112 -0.604398 0.16 -0.09 0.03 0.09
H -1.281386 4.634083 4.948299 0.58 0.17 -0.05 0.11
H 5.040034 -2.052701 5.489258 0.10 0.30 0.07 0.08
H -6.290696 -2.643842 -6.100136 -0.37 0.27 -0.06 0.08
H 4.139686 2.827031 2.247568 0.09 -0.09 0.73 0.11
H -5.463542 -1.125367 -6.681795 -0.53 -0.19 -0.31 0.08
H 4.996264 4.816620 3.640652 -0.07 0.06 -0.06 0.07
H 7.427560 0.725853 -5.276700 -0.25 -0.04 -0.19 0.12
H 2.858567 2.647507 0.102636 0.49 0.44 0.12 0.06
H -0.162099 -3.926543 -6.550337 0.03 -0.02 -0.09 0.11
H 1.429993 3.786526 -1.703934 -0.16 -0.21 0.14 0.04
H -0.360150 -2.192794 -6.696991 -0.29 0.11 0.13 0.12
H -3.877572 3.610290 -5.094646 0.29 -0.18 -0.21 0.12
H -0.174663 -5.261981 -1.647612 0.21 -0.23 -0.17 0.08
H -4.252352 -6.364639 -4.271159 0.20 0.09 -0.04 0.11
H -2.749168 -2.637674 -2.241828 -0.40 0.09 0.29 0.07
H -2.716493 -1.102252 8.026286 -0.13 0.04 -0.52 0.08
H -3.080013 -0.389613 4.775279 0.36 0.38 0.33 0.10
H -1.288740 -1.862949 8.550571 0.42 0.19 -0.03 0.08
H 0.217467 0.355228 0.109024 0.49 -0.69 0.11 0.05
H -4.752364 -2.107720 -5.508318 -0.10 -0.09 0.30 0.05
H 6.881349 0.984007 -3.634911 -0.74 0.11 -0.13 0.11
H 1.573604 -1.565049 -1.238775 -0.13 0.05 -0.07 0.02
H 3.801170 -4.896402 1.763387 -0.39 -0.04 0.00 0.09
H -4.837776 -4.656393 -1.789362 0.19 0.41 -0.25 0.07
H -0.524783 -1.088174 4.397847 0.01 -0.15 -0.22 0.06
H -0.444905 -3.414117 -8.878857 -0.21 -0.36 -0.27 0.08
H 5.499022 5.094435 5.298163 0.00 0.42 -0.01 0.08
H 0.154309 2.014923 4.418108 0.19 0.04 -0.08 0.07
H 3.370843 4.321238 6.168703 -0.03 -0.46 0.11 0.13
H 3.594912 -1.211889 6.061491 -0.16 0.05 -0.12 0.08
H 2.055162 -1.888583 -2.919241 0.53 -0.12 0.16 0.07
H -1.187816 0.770653 8.547002 -0.18 0.04 -0.10 0.11
H -1.954791 -4.278858 -8.247630 0.43 -0.29 -0.37 0.08
H -1.530585 -1.736731 6.813951 -0.20 -0.02 -0.04 0.07
H 3.292989 0.497169 -1.396682 -0.02 0.33 -0.55 0.10
H -0.020754 4.789178 -2.024509 0.23 -0.02 -0.21 0.08
H 3.987587 -1.002098 -0.992386 -0.94 -0.48 0.41 0.11
H -1.997136 -2.587571 -8.624481 0.16 0.21 0.14 0.08
H -4.396209 -6.303344 -1.964624 0.28 -0.04 0.11 0.07
H 0.297240 -5.339543 -4.187205 0.04 0.11 -0.20 0.12
H 1.599598 1.904858 0.924902 -0.33 0.28 0.49 0.06
H -1.951899 3.926614 -3.594090 0.19 -0.03 0.32 0.07
H -6.553727 -1.313899 -3.833214 0.30 0.09 0.10 0.11
H 3.167838 2.883612 -4.589495 -0.52 0.01 0.17 0.12
H 4.825679 -1.283267 3.272556 -0.11 0.07 -0.11 0.12
H 7.749184 -1.731059 -4.672175 -0.38 -0.10 0.08 0.08
H 2.678888 2.186624 -2.984262 -0.13 -0.07 -0.20 0.10
H 1.187110 3.449250 4.684578 -0.42 -0.32 -0.07 0.03
H -3.129300 -5.067203 -2.196255 -0.03 -0.01 0.04 0.05
H 8.821107 -0.676990 -3.908555 -0.08 0.33 0.49 0.07
H -5.489887 -0.832934 5.488137 0.05 0.23 0.17 0.08
H 1.438109 -4.526027 -2.112643 -0.02 -0.49 0.30 0.08
H -1.918695 -1.233979 -2.849556 -0.08 0.31 0.19 0.08
H 3.933387 1.152798 1.861608 -0.41 -0.27 -0.09 0.11
H 4.554000 -3.335153 1.748691 0.05 0.07 0.18 0.08
H 0.098661 -0.077522 7.712806 0.08 0.50 -0.46 0.11
H -1.234219 0.171213 -0.725516 -0.37 -0.30 0.11 0.06
H -2.811141 2.957576 -2.321559 0.27 0.15 0.07 0.05
H 4.137450 6.069218 4.559100 0.27 0.14 0.19 0.08
H 2.056036 3.592998 1.410263 -0.16 -0.05 -0.07 0.08
H -3.625053 2.850081 1.674677 -0.65 0.04 0.24 0.08
H 3.302768 4.575007 -2.611948 -0.10 -0.17 0.15 0.06
H 0.109614 -3.526493 -1.705284 -0.27 0.01 -0.11 0.05
H 3.092089 -0.892185 3.417939 0.05 -0.06 0.01 0.09
H -5.345988 -0.786067 3.757822 0.71 -0.03 -0.12 0.08
H 0.072072 3.450008 3.330569 -0.20 -0.17 -0.07 0.07
H 7.413245 -1.322416 -2.973680 0.02 0.09 0.03 0.07
H -3.694067 1.068521 3.960140 0.49 -0.12 0.12 0.07
H 3.494370 -3.778253 3.129804 0.09 -0.15 -0.07 0.04
```
Forces are in eV/Å.

As for the SMILES: CCOP(=O)(OCC)OCC.CCOP(=O)(OCC)OCC.CCOP(=O)(OCC)OCC.CCOP(=O)(OCC)OCC.CCOP(=O)(OCC)OCC.CC#N.CC#N.CC#N.CC#N.CC#N. The calculated total energy is -137796.2782 eV. The relative energy (zero: lowest compared OMol25 entry of this formula, charge and spin) comes out at 0.00 kJ/mol.